1.
{"formula": "C4H6As2Ca3F15N2O8", "method": "ωB97M-V with the def2-TZVPD basis set", "energy_ev": -241354.72067, "max_force_ev_per_a": 6.86, "total_charge": 1, "spin_multiplicity": 1, "elements": ["C", "F", "F", "F", "C", "H", "Ca", "O", "H", "H", "C", "O", "F", "F", "H", "F", "F", "H", "F", "Ca", "N", "As", "O", "C", "F", "O", "H", "F", "F", "As", "F", "F", "Ca", "N", "F", "O", "O", "F", "O", "O"], "coordinates": [[-16.38543, -17.95760, 11.25139], [-21.10485, -14.59241, 9.64340], [-18.57141, -17.67402, 18.24853], [-21.22994, -16.21564, 12.91984], [-14.28914, -16.78989, 14.25842], [-15.83780, -18.44765, 13.83901], [-17.01731, -15.03558, 12.02367], [-18.50399, -19.64627, 14.25975], [-16.36478, -18.98820, 11.60571], [-14.44165, -18.51910, 12.95054], [-15.40299, -17.96408, 9.97495], [-19.60121, -16.64548, 15.12063], [-22.92349, -15.50055, 11.06160], [-15.27468, -16.70617, 9.49168], [-13.42063, -17.30299, 14.67136], [-20.64556, -16.99328, 10.63483], [-19.32108, -15.14113, 11.44017], [-14.09112, -15.93418, 13.61293], [-17.78278, -16.35608, 20.31530], [-21.99394, -17.33056, 14.86396], [-19.12891, -19.67354, 13.20422], [-19.36726, -16.41712, 19.47922], [-18.80871, -20.40056, 12.26371], [-15.13908, -17.77693, 13.33898], [-20.06486, -15.09576, 20.58409], [-17.85434, -15.91305, 13.99332], [-14.82233, -16.35466, 15.10364], [-18.96971, -14.95372, 18.62450], [-14.20029, -18.38248, 10.27512], [-21.13245, -15.36667, 11.25606], [-20.98616, -16.55483, 18.65510], [-21.40808, -13.72124, 12.07471], [-18.39217, -19.17261, 16.70347], [-18.38738, -16.62015, 14.86447], [-19.79441, -17.79925, 20.63411], [-17.71470, -17.21739, 15.60301], [-15.97870, -17.13806, 12.27413], [-15.91726, -18.77178, 9.10217], [-20.08705, -18.97539, 12.93579], [-17.73271, -17.49342, 11.07348]], "mulliken_charge": [-0.395, -0.468, -0.531, -0.350, -1.124, 0.261, 1.577, -0.626, 0.326, 0.524, 0.734, -0.459, -0.485, -0.300, 0.381, -0.385, -0.350, 0.244, -0.430, 1.630, 0.857, 1.901, -0.520, -0.447, -0.493, -0.360, 0.231, -0.380, -0.269, 1.820, -0.490, -0.492, 1.710, 0.636, -0.456, -0.601, -0.033, -0.224, -0.560, -0.605]}

2.
{"formula": "C5H6Br2", "method": "ωB97M-V with the def2-TZVPD basis set", "max_force_ev_per_a": 3.32, "total_charge": 0, "spin_multiplicity": 1, "de_lowest_ev": 3.200, "elements": ["Br", "C", "C", "H", "C", "H", "Br", "H", "C", "H", "H", "H", "C"], "coordinates": [[1.98967, -0.97929, -2.47228], [0.90670, -0.64327, 0.34890], [-0.21731, 0.31168, 0.50832], [-1.50969, -0.65421, 1.93277], [-1.41113, 0.12655, 1.17792], [-0.01874, -1.75573, -1.33968], [-1.52498, 2.69630, -0.28320], [-2.29500, 0.76330, 0.91275], [0.74417, -1.07560, -1.07316], [0.83708, -1.41028, 1.09354], [0.78868, 1.45880, -0.90488], [1.89738, -0.24209, 0.49999], [-0.18681, 1.40384, -0.40098]], "mulliken_charge": [-0.088, -0.545, 0.773, 0.272, -0.982, 0.392, -0.172, 0.220, -0.565, 0.379, 0.369, 0.294, -0.347]}

3.
{"formula": "C19H26N5O5Pb", "method": "ωB97M-V with the def2-TZVPD basis set", "max_force_ev_per_a": 1.34, "total_charge": 3, "spin_multiplicity": 1, "de_lowest_ev": 0.000, "elements": ["O", "C", "N", "Pb", "O", "O", "O", "O", "C", "C", "C", "N", "C", "H", "H", "C", "C", "H", "N", "H", "C", "H", "H", "C", "H", "H", "N", "H", "C", "H", "C", "C", "H", "C", "H", "C", "H", "H", "H", "C", "H", "C", "H", "H", "H", "H", "C", "C", "H", "H", "H", "H", "C", "H", "H", "N"], "coordinates": [[-5.72209, -4.68265, 1.19085], [4.80530, 5.50338, -0.59411], [-2.95257, -0.72413, 1.25395], [-0.85189, 0.92401, 0.25887], [1.98771, -1.22968, 2.92075], [1.22816, 2.10437, 0.03549], [0.38237, -0.56150, 1.50599], [-0.45252, -0.70214, -1.28800], [3.48925, 5.59336, -0.14976], [4.60264, 3.11832, -0.76670], [3.27822, 3.19726, -0.32631], [0.51688, -1.98501, -2.85705], [1.26165, -2.74317, -1.84639], [5.40292, 6.39889, -0.69874], [-1.55475, -2.25066, 1.20266], [-4.84436, -2.64720, 1.81765], [3.08200, 0.64694, -0.29782], [-4.49719, 0.65618, 1.36264], [-6.85806, -3.62275, 2.84845], [6.36893, 4.20295, -1.28390], [-0.27965, -0.99853, -2.51774], [-6.25500, -0.99093, 1.83190], [2.33006, -2.65872, -2.04366], [2.45315, 2.00263, -0.19016], [0.99697, -3.79804, -1.91036], [-0.95068, -0.63674, -4.55978], [0.26016, 1.69352, 3.19238], [1.17606, -1.57944, -4.84204], [5.35320, 4.26711, -0.91885], [1.52916, 0.54054, 4.29964], [-0.98405, -0.19961, -3.56980], [1.05238, -0.52732, 2.56572], [-6.90189, -2.86244, 3.51431], [-3.51700, -3.01852, 1.64066], [-0.70010, 1.75341, 3.53635], [-4.23550, -0.39198, 1.44518], [-7.55274, -4.36169, 2.92304], [2.32868, -0.13581, -0.22989], [3.63482, 0.55064, -1.23161], [0.74152, -2.38843, -4.25906], [0.80420, 2.49248, 3.51117], [-2.59948, -2.01089, 1.36379], [1.43403, -3.22351, -4.26528], [1.71532, 4.51184, 0.35445], [3.80649, 0.51797, 0.51017], [1.04214, -2.36855, -0.85511], [-5.88896, -3.71902, 1.99446], [2.73256, 4.45040, -0.00694], [3.04655, 6.56010, 0.04723], [-0.52665, 0.79181, -3.61721], [-3.19150, -4.04828, 1.71187], [-0.18137, -2.71362, -4.73383], [-5.22982, -1.31979, 1.71798], [5.07268, 2.16467, -0.96883], [-2.02464, -0.06661, -3.27682], [0.83629, 0.52457, 3.54812]], "mulliken_charge": [-0.161, -0.393, -0.027, 1.514, -0.462, -0.665, -0.202, -0.541, -0.664, -0.268, 0.795, 0.181, -1.089, 0.424, 0.526, 0.735, -0.954, 0.448, -0.268, 0.422, 0.712, 0.472, 0.407, 0.742, 0.404, 0.426, -0.403, 0.401, -0.851, 0.324, -1.258, 0.291, 0.261, -0.748, 0.322, -0.562, 0.294, -0.187, 0.539, -1.107, 0.290, -0.440, 0.385, 0.369, 0.443, 0.234, 0.443, -0.379, 0.416, 0.304, 0.468, 0.381, -0.489, 0.307, 0.332, 0.102]}

4.
{"formula": "C17H31AlAsO5S2Se2", "method": "ωB97M-V with the def2-TZVPD basis set", "max_force_ev_per_a": 0.60, "total_charge": 1, "spin_multiplicity": 1, "de_lowest_ev": 0.748, "elements": ["O", "C", "H", "H", "S", "H", "C", "H", "C", "H", "H", "H", "C", "C", "H", "H", "Al", "H", "H", "C", "O", "H", "H", "C", "H", "H", "H", "O", "O", "H", "H", "O", "S", "As", "H", "H", "C", "C", "C", "H", "C", "H", "C", "Se", "H", "C", "H", "H", "Se", "H", "C", "C", "H", "C", "H", "H", "H", "H", "C"], "coordinates": [[2.33919, -0.43798, -0.37787], [-2.18227, 0.63750, 1.34981], [3.22546, -2.03874, 3.28267], [-1.78051, 3.11588, -0.07742], [2.66478, -1.37625, -1.59622], [-0.18013, 1.96311, -2.25919], [1.11897, -5.40974, -2.40055], [-2.75311, 0.68783, -4.72454], [2.90366, -1.78598, 2.27735], [-0.39967, -0.53822, 3.80003], [-2.47959, 2.77961, -3.46358], [-2.80193, -0.78894, -2.02715], [-0.05097, 0.41605, 3.41079], [-1.65884, 5.72006, 2.07767], [-2.48934, 0.69584, 0.30858], [1.50575, 2.17434, 1.52344], [0.75841, -1.23427, -0.13615], [-3.02850, 5.14469, 0.52770], [1.26601, -5.18675, 2.16051], [0.53791, 2.18384, 1.02241], [3.90280, -2.05714, -1.40606], [-2.63602, -0.24648, 1.79677], [2.67852, -4.17489, -0.36101], [0.20555, 4.23909, 2.41855], [2.88730, -4.49033, 2.26263], [-2.60997, 1.91610, -1.93016], [-4.06811, 0.70760, -3.55518], [-0.46718, -0.44795, -1.25560], [2.45680, -0.63010, -2.80345], [-0.62722, 1.22752, 3.85054], [0.30126, -5.75841, -3.02521], [1.46421, -2.35390, -1.35652], [-0.62958, -0.30083, -2.80937], [-0.25827, 0.45128, 1.48112], [0.74907, 2.15128, -0.04619], [-0.11916, 6.03900, 3.53583], [-1.42025, 3.74410, 0.73033], [-0.79242, 1.49567, -3.02724], [-2.98510, 0.66794, -3.65674], [0.99942, 0.53996, 3.67142], [2.21203, -4.94969, 0.24536], [2.73107, -0.71736, 2.19159], [-2.41402, -0.59675, -3.02713], [1.22803, -2.71570, 1.91881], [-0.35896, 1.72387, -4.00254], [-0.49184, 5.39210, 2.75196], [-2.53704, -1.48706, -3.64112], [2.84548, -5.83544, 0.24238], [0.49908, -5.44383, -0.56193], [1.96714, -6.08039, -2.50911], [-2.12168, 4.89254, 1.06277], [-2.27791, 1.83207, -2.96697], [1.39398, -4.39244, -2.66726], [1.97477, -4.52220, 1.67078], [1.12316, 3.99577, 2.94374], [-2.20164, 6.62039, 2.33445], [-2.50467, 1.52592, 1.88538], [3.63548, -2.08438, 1.53134], [-0.24940, 3.40117, 1.40477]], "mulliken_charge": [-0.284, -1.112, 0.403, 0.544, 1.280, 0.130, -0.767, 0.328, -1.006, 0.444, 0.513, 0.198, -1.282, -0.475, 0.137, 0.552, -0.333, 0.420, 0.474, -1.257, -0.636, 0.450, 0.087, -0.510, 0.489, -0.011, 0.380, -0.207, -0.653, 0.429, 0.345, -0.096, 0.263, 0.840, 0.525, 0.402, 0.160, -0.528, -0.862, 0.384, -0.500, 0.259, -0.422, 0.171, 0.523, -0.634, 0.486, 0.518, 0.045, 0.308, -0.671, -0.208, 0.126, -0.952, 0.386, 0.394, 0.455, 0.478, 0.085]}

5.
{"formula": "C2H42O21", "method": "ωB97M-V with the def2-TZVPD basis set", "max_force_ev_per_a": 4.15, "total_charge": -2, "spin_multiplicity": 1, "de_lowest_ev": 1.908, "elements": ["O", "C", "O", "H", "H", "H", "O", "O", "H", "H", "O", "H", "O", "H", "H", "H", "H", "O", "H", "H", "H", "H", "H", "H", "H", "H", "H", "C", "O", "H", "H", "O", "H", "H", "H", "O", "H", "O", "O", "H", "O", "H", "H", "O", "H", "H", "H", "O", "H", "O", "O", "H", "H", "O", "H", "H", "H", "H", "O", "H", "O", "H", "H", "O", "H"], "coordinates": [[1.58169, -0.34338, 3.45001], [-0.05475, 0.04913, -0.66320], [-1.30489, -1.55436, 3.44322], [-0.89154, 1.21422, 2.59164], [-2.97236, -1.27375, -2.18415], [0.56701, 0.95852, 1.20686], [-1.70145, -2.14849, -2.74046], [-0.81641, 1.28233, 3.57376], [2.12968, -0.13370, -3.54325], [0.01048, -2.02353, -0.21504], [-1.48432, 0.93254, 1.01078], [0.94393, -4.45142, 2.20213], [1.42175, 2.67723, -3.07452], [1.16608, -0.18429, -2.44881], [-1.27334, -2.83404, 0.03399], [-3.16496, 0.15545, -1.50845], [-2.16309, 1.55063, -1.98088], [-0.31468, -2.92597, -0.00235], [-0.53171, 2.31613, 0.43007], [-2.29897, 1.25260, -0.49806], [-0.65704, 0.79783, -3.43597], [3.59786, -0.36488, -1.11327], [-1.13723, -2.48491, 3.18711], [-0.96787, -2.07913, -2.16952], [3.11262, -0.76149, 1.20768], [1.71941, -2.00780, -1.69802], [0.97298, 3.43079, 2.67647], [-0.21812, 0.32064, 0.80787], [1.03540, -0.71814, -0.86036], [-3.85148, 2.53621, 1.55775], [1.68521, -0.76056, 2.59320], [2.57956, 1.45061, -0.36639], [-0.25338, -0.55663, 1.44012], [-0.29573, 2.08165, 3.58773], [2.17880, 0.39376, 3.36193], [1.21593, -0.07177, -3.36128], [1.85969, 0.81206, -0.34012], [2.29666, -2.61489, -2.14116], [4.41727, -0.83537, -1.17818], [0.38222, -3.17241, 1.75867], [-1.41452, 1.36875, -3.60214], [4.69453, -1.00637, -0.24336], [1.78288, 2.79317, 3.74477], [0.48617, -3.68008, 2.58088], [-2.37453, -0.29012, 1.26195], [-0.86180, -0.60684, -0.99792], [-1.97857, 0.87926, -4.25570], [-2.76603, 1.67997, -1.25033], [-2.74081, 1.53360, 1.68764], [-3.44811, 1.96292, 2.18113], [-0.17027, 3.21768, 0.30803], [0.67177, 3.15931, -3.42062], [0.68775, 3.07145, -0.07330], [2.46060, -1.50480, 1.19728], [1.84999, -1.28733, 0.47512], [-2.86213, -1.57045, 0.64970], [1.30190, 1.85409, -3.49490], [0.05644, 0.96158, -1.26575], [0.89343, 3.12374, 3.56104], [3.14567, -2.41008, -1.73223], [-3.10934, -0.94331, 1.30394], [-1.37088, -1.68657, -3.50612], [2.42278, 1.77235, -1.26716], [-3.62744, -0.69616, -1.74840], [-2.25040, -1.60720, 3.30891]], "mulliken_charge": [-0.643, -0.618, -0.538, -0.174, 0.462, 1.158, -0.752, -0.752, 0.277, -0.167, -0.772, 0.287, -0.627, 0.053, 0.397, 0.411, 0.596, -0.878, 0.428, 0.181, 0.287, 0.346, 0.283, 0.286, 0.290, 0.252, 0.326, -0.357, 0.350, 0.281, 0.319, -0.839, 0.690, 0.533, 0.301, -0.921, -0.368, -0.799, -0.705, 0.381, -0.666, 0.351, 0.279, -0.701, 0.277, -0.310, 0.290, -0.841, 0.561, -0.731, -0.832, 0.319, 0.440, -0.805, 0.354, 0.301, 0.312, 0.847, -0.662, 0.488, -0.740, 0.322, 0.403, -0.815, 0.295]}